Molecular formula: C31H43Cl2InN2P
Method: DFT, ωB97M-V/def2-TZVPD

* HOMO energy (spin up / spin down): -2.11 / -2.12 eV
* calculated total energy: -75334.684 eV
* charge: -1
* ΔE to the lowest compared entry with this formula, charge and spin: 0.0 kJ/mol
* orbital gap (spin up / spin down): 0.101 / 0.101 Eh

Structure (XYZ):
```
80
C31H43Cl2InN2P (ωB97M-V/def2-TZVPD)
P -0.1539 1.2165 -1.5692
C -1.8199 0.5533 -1.9547
C -2.4861 1.1459 -3.2053
C -3.9221 0.6124 -3.3364
C -3.9943 -0.9197 -3.3079
C -3.2851 -1.5215 -2.0929
C -1.8547 -0.9911 -1.9496
C 1.2830 0.4563 -2.4084
C 1.2999 0.5723 -3.9330
C 2.6306 0.0040 -4.4682
C 2.9201 -1.4200 -3.9878
C 2.7859 -1.5923 -2.4707
C 1.4799 -1.0037 -1.9275
C -0.0629 3.0396 -1.4549
C -1.2484 3.5694 -0.6164
C -1.1348 5.0628 -0.2927
C 0.2301 5.4674 0.2799
C 1.4053 4.9451 -0.5554
C 1.3069 3.4488 -0.8667
H -2.4083 0.8865 -1.0691
H -1.8973 0.8812 -4.0956
H -2.4933 2.2418 -3.1403
H -4.3720 0.9848 -4.2647
H -4.5177 1.0043 -2.5009
H -5.0421 -1.2399 -3.3251
H -3.5275 -1.3114 -4.2186
H -3.8460 -1.2780 -1.1805
H -3.2551 -2.6143 -2.1835
H -1.4137 -1.3805 -1.0202
H -1.2613 -1.3715 -2.7936
H 2.1486 1.0401 -2.0271
H 3.4415 0.6600 -4.1288
H 1.1882 1.6257 -4.2220
H 0.4447 0.0271 -4.3633
H 2.6274 0.0312 -5.5640
H 3.9302 -1.7095 -4.2981
H 2.2296 -2.1093 -4.4867
H 2.8313 -2.6570 -2.2083
H 3.6267 -1.0968 -1.9667
H 1.4750 -1.0469 -0.8264
H 0.6471 -1.6264 -2.2801
H -0.1501 3.3696 -2.5074
H -2.1926 3.3932 -1.1525
H -1.3049 2.9933 0.3222
H -1.3133 5.6315 -1.2112
H -1.9290 5.3277 0.4116
H 0.3218 5.1064 1.3133
H 0.2853 6.5620 0.3348
H 2.3501 5.1317 -0.0342
H 1.4422 5.4963 -1.4997
H 2.1082 3.1758 -1.5662
H 1.4769 2.8731 0.0586
In -0.2441 -0.8411 2.9876
Cl 1.7442 0.2394 2.2299
Cl -2.0371 0.6410 2.5066
C -0.7078 -2.6132 1.8138
H -1.7470 -2.7687 1.4847
C 0.2018 -3.6353 1.5424
C 1.6356 -3.4260 1.6200
C 2.5059 -4.5033 1.5985
C 2.0198 -5.8150 1.4599
C 0.6404 -6.0368 1.2803
C -0.2502 -4.9805 1.2739
H 2.0044 -2.4045 1.7537
H 3.5807 -4.3364 1.7027
H 0.2786 -7.0584 1.1535
H -1.3238 -5.1471 1.1445
H 2.7136 -6.6565 1.4890
N 0.1799 0.3358 10.4779
C 0.2120 0.1590 9.3195
C 0.2240 -0.0527 7.8920
C 0.5304 -1.3110 7.3611
C 0.4281 -1.5117 5.9926
N 0.0379 -0.5101 5.1670
C -0.2003 0.7232 5.6663
C -0.1150 0.9903 7.0206
H 0.8295 -2.1386 8.0039
H 0.6443 -2.4795 5.5306
H -0.4896 1.4992 4.9470
H -0.3265 1.9912 7.3926
```